(1)
{
  "formula": "C36H64O20",
  "method": "ωB97M-V with the def2-TZVPD basis set",
  "energy_ev": -79319.2550,
  "spin_multiplicity": 1,
  "e_lumo_ha": 0.0194,
  "smiles": "O=C1CCCO1.O=C1CCCO1.O=C1CCCO1.O=C1CCCO1.O=C1CCCO1.O=C1CCCO1.O=C1CCCO1.O=C1CCCO1.CO.CO.CO.CO",
  "elements": ["O", "C", "C", "C", "C", "O", "H", "H", "H", "H", "H", "H", "O", "C", "C", "C", "C", "O", "H", "H", "H", "H", "H", "H", "O", "C", "C", "C", "C", "O", "H", "H", "H", "H", "H", "H", "O", "C", "C", "C", "C", "O", "H", "H", "H", "H", "H", "H", "O", "C", "C", "C", "C", "O", "H", "H", "H", "H", "H", "H", "O", "C", "C", "C", "C", "O", "H", "H", "H", "H", "H", "H", "O", "C", "C", "C", "C", "O", "H", "H", "H", "H", "H", "H", "O", "C", "C", "C", "C", "O", "H", "H", "H", "H", "H", "H", "C", "O", "H", "H", "H", "H", "C", "O", "H", "H", "H", "H", "C", "O", "H", "H", "H", "H", "C", "O", "H", "H", "H", "H"],
  "coordinates": [[2.4835, 4.0063, 0.6895], [2.7636, 4.8442, 1.4843], [3.1270, 6.3181, 1.1988], [3.2614, 7.0164, 2.5765], [3.3805, 5.7381, 3.5190], [2.8107, 4.6385, 2.8107], [4.0169, 6.5258, 0.5848], [2.2188, 6.6627, 0.7194], [4.1895, 7.6848, 2.6615], [2.3422, 7.5795, 2.7600], [4.3288, 5.4240, 3.8870], [2.7718, 5.8747, 4.4136], [-1.1885, -2.3373, -1.6791], [-0.0793, -2.5531, -1.2547], [0.3716, -3.7734, -0.4259], [1.8406, -3.3799, 0.0110], [2.1349, -2.0502, -0.6600], [0.9572, -1.7340, -1.5748], [-0.2886, -4.0648, 0.3509], [0.4326, -4.5562, -1.2046], [1.7593, -3.3938, 1.0848], [2.6209, -4.1677, -0.2985], [2.2196, -1.1378, -0.0898], [3.0316, -2.0360, -1.2852], [0.1447, 0.3153, 0.6890], [-0.1605, 0.8824, -0.3308], [0.6669, 1.3874, -1.5081], [-0.1607, 2.4269, -2.2613], [-1.5486, 1.8420, -1.9909], [-1.4249, 1.2593, -0.6719], [1.5482, 1.7700, -1.1257], [0.8658, 0.4706, -2.0875], [0.0909, 3.4223, -1.8312], [0.0990, 2.4493, -3.3064], [-2.4493, 2.4603, -2.0466], [-1.6540, 1.0303, -2.7110], [4.6121, -0.9408, 1.4518], [3.7708, -0.3207, 2.0365], [3.0032, -0.7726, 3.3029], [2.5779, 0.5675, 3.9076], [2.5134, 1.4510, 2.6445], [3.6340, 1.0011, 1.8130], [2.1023, -1.3456, 2.9632], [3.6470, -1.4470, 3.8523], [1.5929, 0.4656, 4.2946], [3.2132, 0.9666, 4.7103], [1.5251, 1.3807, 2.2003], [2.7037, 2.4634, 2.9981], [-1.5812, -0.2266, -4.6496], [-0.5354, -0.7481, -4.9244], [-0.3028, -2.2650, -5.0536], [1.2041, -2.3813, -5.2190], [1.5950, -1.0217, -5.7887], [0.5412, -0.0721, -5.3431], [-0.7274, -2.8715, -4.2585], [-0.7161, -2.5130, -6.0480], [1.6764, -2.4589, -4.2467], [1.5560, -3.2223, -5.8263], [2.4872, -0.7062, -5.3675], [1.6683, -0.9992, -6.8671], [0.0505, 6.2726, 2.6282], [-0.6506, 5.3330, 2.4001], [-0.3564, 3.8565, 2.4463], [-1.7292, 3.1811, 2.3891], [-2.5080, 4.2722, 1.5671], [-1.9321, 5.5725, 1.9805], [0.2231, 3.4812, 1.6070], [0.0588, 3.6273, 3.4163], [-1.6345, 2.2082, 1.8350], [-2.1725, 2.9825, 3.3561], [-2.2987, 4.0781, 0.5648], [-3.5814, 4.3534, 1.7304], [4.9636, -1.7356, -3.2138], [5.6024, -1.1321, -2.4109], [6.8506, -1.5982, -1.6615], [7.0869, -0.5441, -0.6085], [6.1908, 0.6195, -1.0305], [5.1921, 0.0443, -1.9020], [6.6479, -2.6298, -1.2991], [7.7110, -1.7321, -2.3841], [6.6984, -0.9022, 0.3332], [8.0805, -0.2549, -0.4781], [5.5783, 1.0327, -0.1990], [6.8023, 1.4526, -1.4702], [-0.1403, -2.3314, 3.0423], [-1.2852, -2.0407, 2.7808], [-2.0138, -0.8131, 3.2330], [-3.2783, -0.7746, 2.4563], [-3.3518, -2.1744, 1.7559], [-2.0792, -2.7752, 1.9508], [-1.9855, -0.5841, 4.2860], [-1.3520, -0.0560, 2.7929], [-4.2211, -0.5529, 3.0317], [-3.2251, 0.0136, 1.7120], [-3.9873, -2.9141, 2.1550], [-3.5800, -2.0091, 0.7087], [-5.7495, -0.5703, -1.3091], [-5.0889, -1.6781, -0.6868], [-5.8144, 0.3138, -0.6711], [-5.0767, -0.2751, -2.1260], [-6.7750, -0.7459, -1.5340], [-5.0171, -2.3932, -1.3250], [-7.2832, -1.5463, 2.5727], [-7.1660, -2.1352, 1.3245], [-7.7289, -0.5278, 2.4412], [-7.9282, -2.1499, 3.1853], [-6.3039, -1.4441, 3.1011], [-6.2988, -2.0195, 0.9609], [-3.6843, -5.1440, 0.3479], [-2.8850, -4.8751, -0.7885], [-4.7285, -4.7933, 0.1722], [-3.8543, -6.2150, 0.3196], [-3.3195, -4.7726, 1.2695], [-2.8491, -3.9239, -0.7606], [-3.5866, -3.2852, -3.5954], [-4.4236, -3.6389, -2.4916], [-4.1979, -3.4171, -4.4648], [-3.2722, -2.2232, -3.5106], [-2.6744, -3.8368, -3.6038], [-3.9534, -4.3578, -2.0092]]
}

***

(2)
{
  "formula": "C36H65BN5O3P2RbSSi",
  "method": "ωB97M-V with the def2-TZVPD basis set",
  "energy_ev": -90597.1818,
  "charge": -2,
  "e_above_lowest_ev": 6.1448,
  "spin_multiplicity": 1,
  "e_lumo_ha": 0.1257,
  "elements": ["Rb", "C", "C", "C", "C", "P", "C", "N", "B", "N", "C", "P", "C", "C", "C", "C", "C", "C", "C", "C", "C", "C", "C", "C", "C", "C", "C", "C", "C", "C", "H", "H", "H", "H", "H", "H", "H", "H", "H", "H", "H", "H", "H", "H", "H", "H", "H", "H", "H", "H", "H", "H", "H", "H", "H", "H", "H", "H", "H", "H", "H", "H", "H", "H", "H", "H", "H", "H", "H", "H", "H", "H", "H", "H", "C", "C", "N", "O", "C", "C", "N", "O", "H", "H", "H", "H", "H", "H", "H", "C", "Si", "C", "C", "C", "C", "C", "C", "N", "C", "S", "H", "H", "H", "H", "H", "H", "H", "H", "H", "H", "H", "H", "O", "H", "H"],
  "coordinates": [[1.5205, -2.0247, -1.7757], [-1.9479, 3.4200, -1.9479], [-3.3224, 2.6620, -1.8557], [-3.5570, 1.9708, -3.2222], [-4.4342, 3.6287, -1.4083], [-3.0553, 1.2358, -0.5396], [-4.0709, 1.6297, 0.9694], [-3.4740, 2.4916, 2.0414], [-2.1688, 2.5237, 2.6006], [-2.3114, 3.5841, 3.6747], [-1.3506, 4.0404, 4.5959], [0.5087, 4.0148, 4.1329], [0.7711, 3.9975, 2.2428], [0.4380, 2.6159, 1.5904], [2.1751, 4.4665, 1.8024], [-0.1744, 5.0835, 1.6270], [1.0200, 2.3365, 5.0509], [1.0135, 2.6421, 6.5496], [-0.0126, 1.2110, 4.6729], [2.3786, 1.8073, 4.5913], [-3.6068, 3.9952, 3.7055], [-4.2322, 4.8344, 4.6379], [-5.5984, 5.0821, 4.5968], [-6.3646, 4.4638, 3.6187], [-5.7494, 3.5215, 2.6934], [-4.3652, 3.2739, 2.7903], [-4.0653, -0.4090, -1.0780], [-5.5409, -0.0178, -1.3957], [-3.4377, -1.0478, -2.2710], [-4.0238, -1.4456, 0.0110], [-1.9185, 3.9128, -2.8981], [-1.1393, 2.6684, -1.9910], [-1.7420, 4.1376, -1.1777], [-3.8734, 2.7454, -3.9632], [-4.3352, 1.2133, -3.2070], [-2.6648, 1.4784, -3.6936], [-4.6766, 4.3307, -2.2406], [-4.1445, 4.2457, -0.5582], [-5.3947, 3.0898, -1.2431], [-4.3710, 0.7039, 1.4654], [-5.0277, 2.1088, 0.7294], [-1.4369, 3.5739, 5.5882], [-1.3863, 5.0785, 4.7831], [1.1937, 1.7911, 1.8033], [0.2207, 2.7495, 0.5184], [-0.5752, 2.2551, 2.0228], [2.2104, 4.5029, 0.7067], [3.0348, 3.8928, 2.1210], [2.3803, 5.4767, 2.2830], [-1.2188, 4.9692, 1.6643], [0.1097, 5.2098, 0.5399], [0.0313, 6.1165, 1.9673], [0.0131, 2.6475, 6.9612], [1.4905, 3.6071, 6.7693], [1.5607, 1.7579, 7.0372], [-1.0621, 1.5264, 4.5647], [-0.0792, 0.5947, 5.5577], [0.2103, 0.6026, 3.7868], [3.1255, 2.3844, 5.1559], [2.5205, 1.8358, 3.4865], [2.5277, 0.7518, 4.8525], [-3.5225, 5.2650, 5.3006], [-6.0470, 5.6680, 5.3962], [-7.4147, 4.5046, 3.6147], [-6.3969, 2.9500, 2.0207], [-6.0028, -0.9252, -1.7404], [-5.6199, 0.7203, -2.2509], [-6.1139, 0.5155, -0.6032], [-2.9692, -1.9594, -1.9282], [-2.4985, -0.4969, -2.5639], [-4.0937, -1.1993, -3.1488], [-4.7085, -1.2362, 0.8497], [-3.0464, -1.7140, 0.4630], [-4.3076, -2.3568, -0.5343], [4.1709, -1.8701, -6.6489], [3.4464, -1.4393, -5.3966], [3.1571, -2.3123, -4.4519], [3.4551, -3.6355, -4.9496], [3.1551, -0.1086, -4.8732], [3.6497, 1.2348, -5.4502], [2.5089, -0.1046, -3.6814], [2.3602, 1.0211, -3.1078], [3.5952, -2.6844, -7.0792], [5.2522, -2.2328, -6.4082], [4.2459, -1.0040, -7.3594], [3.1386, -4.1251, -4.2086], [3.3763, 1.1930, -6.5114], [4.7228, 1.4328, -5.3910], [3.0967, 2.0749, -4.8955], [5.7009, -8.8471, -1.0830], [4.4101, -7.7474, -2.0158], [2.9128, -8.7828, -1.9480], [4.6391, -7.5065, -3.8573], [4.3718, -6.1232, -1.0170], [5.1495, -5.8394, 0.1038], [5.1256, -4.5820, 0.6739], [4.2815, -3.6303, 0.1422], [3.5803, -3.7973, -1.0034], [3.4912, -5.0754, -1.4054], [2.2788, -5.5185, -2.4866], [6.6341, -8.3995, -0.8804], [5.9115, -9.7772, -1.6367], [5.1804, -9.1035, -0.2099], [3.1710, -9.8833, -1.9024], [2.1522, -8.6865, -2.6994], [2.3952, -8.6266, -0.9621], [5.2730, -6.6622, -4.0953], [3.7114, -7.4719, -4.4297], [5.1387, -8.4225, -4.2191], [5.6934, -6.6613, 0.5681], [5.8595, -4.4111, 1.4630], [4.2062, -2.6064, 0.6296], [0.0277, -2.1879, 0.2578], [-0.3433, -2.9792, 0.6558], [-0.0866, -1.3932, 0.8013]]
}